Record 1
A 2-piece molecular cluster, C5H12NO2 overall. Source: the OMol25 dataset; level of theory: ωB97M-V/def2-TZVPD.

As for the net charge: +1. The lowest unoccupied orbital energy is -9.04 eV. Its spin multiplicity is 1. As for the relative energy (zero: lowest compared OMol25 entry of this formula, charge and spin): 120.2 kcal per mole. The frontier orbital gap is 2.98 eV.

The geometry in XYZ format:
```
20
Properties=species:S:1:pos:R:3:nbo_charge:R:1
O -0.296 -0.516 1.793 -0.631
O 1.417 -1.206 0.555 -0.368
N 3.900 -3.468 -0.247 -1.095
C 0.560 -0.348 0.732 0.561
C -2.413 0.857 -1.183 -0.630
C -0.606 1.897 0.142 -0.574
C -2.066 1.521 0.127 -0.378
C 0.312 0.768 -0.050 0.372
H -2.767 2.279 0.653 0.267
H -0.454 2.466 1.036 0.367
H -0.484 2.722 -0.605 0.270
H -3.514 0.809 -1.289 0.261
H -2.055 1.508 -2.015 0.233
H 4.585 -2.775 0.100 0.364
H 2.988 -3.309 0.218 0.361
H -2.058 -0.210 -1.032 0.223
H -2.127 0.878 0.932 0.225
H 3.874 -3.422 -1.332 0.374
H 1.116 0.859 -0.812 0.266
H 0.091 -1.312 2.279 0.533
```

Record 2
C3H3NS2 in the gas phase. Source: the OMol25 dataset; level of theory: ωB97M-V/def2-TZVPD.

As for the net charge: 0. The lowest unoccupied orbital energy is -0.34 eV. Its spin multiplicity is 1. As for the relative energy (zero: lowest compared OMol25 entry of this formula, charge and spin): 54.7 kcal per mole. The frontier orbital gap is 8.37 eV.

The geometry in XYZ format:
```
9
Properties=species:S:1:pos:R:3:nbo_charge:R:1
S -0.816 1.804 -0.043 0.685
S -1.567 -2.084 -0.080 -0.015
N -2.150 0.589 0.059 -0.691
C 1.395 -0.044 0.026 -0.734
C -2.007 -0.598 0.039 0.202
C 0.673 1.200 -0.099 -0.207
H 2.464 0.181 -0.043 0.237
H 1.051 -0.413 0.921 0.257
H 0.957 -0.636 -0.779 0.267
```

Record 3
A 2-piece molecular cluster, C3H10N2O2 overall. Source: the OMol25 dataset; level of theory: ωB97M-V/def2-TZVPD.

As for the net charge: 0. The lowest unoccupied orbital energy is 0.66 eV. Its spin multiplicity is 1. Its structure (SMILES) is NCNCC=O.O. As for the relative energy (zero: lowest compared OMol25 entry of this formula, charge and spin): 80.4 kcal per mole. The frontier orbital gap is 9.95 eV.

The geometry in XYZ format:
```
17
Properties=species:S:1:pos:R:3:nbo_charge:R:1
O -1.768 1.418 2.198 -0.889
O 1.723 0.815 1.762 -0.511
N -1.413 -0.363 -2.434 -0.873
N 0.408 -1.141 -0.996 -0.652
C 1.592 -0.155 1.024 0.416
C -1.055 -0.594 -1.055 -0.041
C 1.393 -0.128 -0.445 -0.344
H -1.014 0.335 -0.504 0.183
H -1.504 -1.324 -0.550 0.162
H 2.390 -0.285 -0.812 0.229
H -1.582 0.595 2.345 0.443
H -2.167 0.319 -2.515 0.380
H 0.748 -1.482 -1.910 0.369
H -2.435 1.161 1.559 0.448
H 1.145 0.972 -0.785 0.194
H -1.455 -1.209 -3.049 0.377
H 1.691 -1.163 1.407 0.108
```

Record 4
An isolated ion of composition C21H18BrN2O2 and charge +1. Source: the OMol25 dataset; level of theory: ωB97M-V/def2-TZVPD.

As for the net charge: +1. The lowest unoccupied orbital energy is -3.72 eV. Its spin multiplicity is 1. Its structure (SMILES) is C[C@@H](C(=O)c1ccc(Br)cc1)[n+]1cccc(NC(=O)c2ccccc2)c1. The frontier orbital gap is 8.11 eV.

The geometry in XYZ format:
```
44
Properties=species:S:1:pos:R:3:nbo_charge:R:1
Br -6.614 1.583 0.155 0.118
O 3.449 1.188 -0.821 -0.587
O -1.048 -2.251 1.122 -0.534
N 4.278 -0.681 0.183 -0.598
N 0.943 -1.938 -0.562 -0.245
C -4.972 0.643 0.152 -0.036
C -0.340 -1.418 -1.001 -0.138
C 8.059 2.634 0.447 -0.165
C 1.029 -3.209 -0.156 0.095
C -1.324 -1.516 0.202 0.563
C -2.819 0.255 -0.829 -0.168
C 3.203 -1.520 0.075 0.156
C -4.730 -0.329 1.115 -0.241
C 3.299 -2.853 0.515 -0.129
C 7.223 3.021 -0.588 -0.205
C -2.557 -0.734 0.128 -0.146
C 1.981 -1.103 -0.452 0.033
C 4.367 0.646 -0.248 0.672
C 6.502 0.919 1.082 -0.203
C -4.016 0.937 -0.816 -0.247
C 2.209 -3.686 0.392 -0.213
C 6.027 2.362 -0.790 -0.161
C -3.531 -1.005 1.101 -0.131
C 7.692 1.592 1.285 -0.209
C -0.902 -2.199 -2.190 -0.617
C 5.661 1.293 0.032 -0.116
H -0.195 -0.372 -1.278 0.242
H 1.865 -0.083 -0.789 0.280
H -4.215 1.701 -1.551 0.242
H 7.502 3.840 -1.233 0.230
H -0.172 -2.230 -2.996 0.236
H -3.323 -1.764 1.840 0.243
H -2.093 0.518 -1.582 0.211
H 2.260 -4.710 0.722 0.256
H 8.993 3.150 0.610 0.229
H 5.117 -1.081 0.584 0.416
H 6.221 0.138 1.775 0.202
H -1.168 -3.217 -1.918 0.224
H -5.475 -0.546 1.864 0.244
H 0.168 -3.845 -0.268 0.249
H 5.359 2.652 -1.587 0.236
H 4.221 -3.216 0.943 0.238
H 8.334 1.305 2.103 0.227
H -1.799 -1.709 -2.557 0.249
```

Record 5
C23H17KN7S as an isolated structure. Source: the OMol25 dataset; level of theory: ωB97M-V/def2-TZVPD.

As for the net charge: -1. The lowest unoccupied orbital energy is 1.19 eV. Its spin multiplicity is 1. The frontier orbital gap is 5.33 eV.

The geometry in XYZ format:
```
49
Properties=species:S:1:pos:R:3:nbo_charge:R:1
K 2.160 -0.866 0.696 0.934
S 3.621 0.200 3.459 -0.375
N -0.042 -2.139 2.319 -0.471
N 5.535 -1.210 4.558 -0.823
N 3.575 -2.423 4.252 -0.465
N 0.473 1.316 0.379 -0.510
N 2.497 -2.446 3.555 -0.188
N 0.343 -1.333 -1.614 -0.503
N -3.118 5.188 -6.658 -0.335
C 0.308 -0.077 -2.263 -0.003
C -1.002 -3.411 4.163 -0.275
C 0.129 1.930 1.511 -0.003
C -0.669 1.367 -0.490 0.025
C -1.283 -1.961 1.853 0.049
C 1.265 -2.058 -2.280 -0.090
C -2.436 -2.428 2.471 -0.310
C -1.631 1.303 -4.135 -0.170
C -1.677 2.063 0.238 -0.241
C 1.813 -1.362 -3.335 -0.351
C -2.021 4.040 -3.617 -0.183
C -2.265 -3.116 3.707 -0.175
C -2.319 3.508 -4.847 -0.127
C -1.217 2.333 1.496 -0.325
C 0.132 -2.800 3.494 0.196
C -0.552 0.999 -1.845 0.108
C -1.510 3.219 -2.612 -0.180
C -2.713 4.433 -5.860 0.277
C -2.186 2.124 -5.102 -0.194
C 1.448 -3.102 3.998 -0.119
C 1.171 -0.148 -3.412 -0.276
C -1.246 1.818 -2.855 -0.032
C 4.242 -1.173 4.104 0.223
H -1.171 3.663 -1.679 0.241
H 1.563 -3.956 4.613 0.159
H 1.300 0.661 -4.164 0.209
H -2.236 5.111 -3.415 0.226
H 6.208 -0.580 4.108 0.394
H 2.593 -1.715 -4.039 0.203
H 1.506 -3.040 -1.952 0.185
H 5.907 -2.162 4.797 0.382
H -2.506 1.718 -5.987 0.217
H 0.835 2.166 2.302 0.205
H -1.436 0.235 -4.249 0.245
H -2.622 2.347 -0.157 0.204
H -1.349 -1.409 0.923 0.211
H -3.439 -2.166 2.044 0.213
H -3.167 -3.392 4.292 0.201
H -0.960 -4.074 5.008 0.208
H -1.851 2.809 2.227 0.211
```

Among the records above, which one has the highest lowest unoccupied orbital energy?
C23H17KN7S

What is the spin multiplicity in the fourth record?
1

frontier orbital gap of number 2 (C3H3NS2)?
8.37 eV